Here is a structure of composition C33H46FeN6 at a distorted geometry from the OMol25 dataset. Energies are from ωB97M-V with the def2-TZVPD basis set.

* net charge: -1
* E_HOMO (alpha / beta): -2.195 / -2.519 eV
* E: -2876.880391 Eh
* frontier orbital gap (alpha / beta): 4.70 / 5.02 eV
* spin multiplicity: 6
* LUMO energy (alpha / beta): 2.503 / 2.501 eV

Element x y z (Å)
Fe  0.755  -0.163  0.477
N  1.431  -3.345  3.613
N  -0.313  -2.637  -1.929
C  1.442  1.830  -0.315
C  2.535  0.983  0.120
C  2.452  0.899  1.555
C  3.385  0.209  2.439
H  4.224  -0.261  1.921
H  2.689  -1.032  2.892
H  3.596  0.665  3.412
C  1.282  1.604  1.980
C  1.029  2.061  3.367
H  1.443  3.077  3.477
H  1.524  1.452  4.134
H  -0.037  2.134  3.622
C  0.621  2.117  0.822
C  -0.502  3.090  0.857
H  -1.243  2.862  1.639
H  -1.031  3.141  -0.104
H  -0.101  4.094  1.072
C  3.685  0.527  -0.703
H  4.565  1.171  -0.549
H  3.445  0.530  -1.774
H  3.971  -0.500  -0.439
C  1.419  2.589  -1.582
H  0.434  3.030  -1.779
H  1.669  1.946  -2.433
H  2.154  3.411  -1.572
C  0.691  -4.273  4.148
H  1.075  -4.659  5.077
C  -0.489  -4.728  3.563
H  -1.101  -5.454  4.096
C  -0.844  -4.191  2.306
H  -1.723  -4.606  1.787
C  -0.114  -3.133  1.765
H  -0.183  -2.916  0.675
C  0.968  -2.614  2.604
C  1.870  -1.538  2.432
H  2.162  -1.624  1.362
C  0.181  -1.246  -1.664
C  0.826  -2.987  -2.597
H  1.557  -3.819  -2.585
C  0.849  -1.968  -3.599
H  0.853  -2.104  -4.653
N  0.447  -0.786  -2.944
C  0.219  0.441  -3.615
C  1.132  0.686  -4.655
C  0.887  1.743  -5.531
H  1.607  1.952  -6.331
C  -0.252  2.539  -5.372
C  -0.475  3.666  -6.339
H  -1.047  4.467  -5.852
H  -1.031  3.325  -7.227
H  0.499  4.050  -6.675
C  -1.171  2.279  -4.342
H  -2.054  2.925  -4.233
C  -0.957  1.207  -3.452
C  -1.913  0.895  -2.349
H  -2.369  -0.096  -2.477
H  -2.722  1.635  -2.279
H  -1.387  0.886  -1.381
C  2.377  -0.119  -4.782
H  2.213  -1.136  -5.148
H  2.924  -0.192  -3.834
H  3.037  0.337  -5.523
C  -3.550  -0.943  0.414
N  -3.230  -0.627  1.804
C  -4.304  -0.019  2.582
C  -1.921  -0.505  2.179
N  -1.002  -0.243  1.243
N  -1.640  -0.725  3.485
C  -2.591  -1.370  4.384
C  -0.318  -0.599  4.044
H  -4.625  -1.139  0.355
H  -3.002  -1.847  0.106
H  -3.309  -0.116  -0.276
H  -4.852  -0.783  3.150
H  -3.915  0.745  3.266
H  -5.010  0.457  1.890
H  -1.488  -0.274  0.341
H  -3.217  -2.092  3.849
H  -2.030  -1.919  5.149
H  -3.217  -0.632  4.904
H  0.425  -0.494  3.247
H  -0.213  0.288  4.666
H  -0.053  -1.494  4.621

Cartesian forces (eV/Å) of the 6 atoms listed first:
0.6 -1.4 -0.7
-0.3 -0.4 2.4
4.6 1.1 6.5
0.4 -0.2 1.2
-0.3 1.3 0.6
0.2 0.9 0.2